A molecular structure, C31H40GeN6O8STi, computed with ωB97M-V with the def2-TZVPD basis set.

Atoms and positions in Å:
Ge -0.7276 2.0720 -0.9231
Ti -0.0906 -0.2789 0.1198
S 2.3201 -7.7729 -4.7033
O 5.8771 0.6167 5.8590
O 1.8511 -7.8899 -3.3377
O 3.6841 -7.2891 -4.8410
O 1.5567 0.4682 -1.1250
O 1.3456 0.4576 1.5166
O 1.9403 -8.8470 -5.5888
O 3.9691 1.5626 5.5356
O 1.6110 -1.5259 0.6670
N 0.9957 -5.4524 -4.4251
N 2.7929 -1.1930 -2.0944
N -0.2569 -1.6702 -1.5667
N 3.5472 0.9818 -2.0171
N 1.3166 -6.1343 -6.6585
N 4.8228 0.7409 5.2729
C -1.8210 0.5790 1.4979
C -1.0738 -0.2986 2.3001
C 4.5634 -0.1688 4.1385
C -0.6906 3.8339 -3.2895
C 0.7672 -5.0012 -7.0603
C 0.3277 -4.0139 -6.1827
C 0.0387 -2.9698 -1.3770
C -2.0374 -1.5198 0.6334
C 4.0787 -1.8691 2.0409
C 0.1532 4.7415 0.0992
C 1.4201 -6.3147 -5.3377
C 5.4544 -1.1983 3.8913
C 2.5912 0.0828 -1.7125
C 0.2885 3.2358 0.3172
C 3.4704 2.3645 -1.5749
C -1.1726 -1.5938 1.7499
C -0.4226 -1.2378 -2.8205
C -2.4238 -0.1802 0.4623
C 3.4413 0.0472 3.3654
C 0.2476 -3.8394 -2.4193
C 0.6813 7.0557 0.9954
C 0.1255 -3.3774 -3.7336
C 3.2044 -0.8200 2.3074
C 0.4690 -4.3079 -4.8389
C -0.6206 3.9924 -4.8055
C -0.2609 -2.0557 -3.9203
C 5.2039 -2.0539 2.8288
C -0.3024 2.4286 -2.8252
C 2.0041 -0.6231 1.4600
C -1.0199 5.3878 -5.2665
C 0.8405 5.5541 1.1928
H -0.6620 -0.1909 -2.9365
H -0.3707 7.3456 1.0310
H -0.0974 -3.0919 -6.5534
H 1.0754 7.3671 0.0255
H 4.3967 0.6602 -2.4460
H 6.3192 -1.3161 4.5271
H 0.3960 3.7658 -5.1431
H -0.9726 5.4822 -6.3516
H 1.9031 5.2915 1.2187
H 0.5262 -4.8727 -2.2534
H 0.6780 -4.8586 -8.1326
H -2.3337 -2.3412 0.0024
H 2.1969 -1.9112 -1.7196
H 3.6073 2.4464 -0.4956
H -0.3605 6.1450 -4.8373
H 0.5829 5.0227 -0.8666
H 0.7565 2.2381 -3.0135
H 1.3374 2.9346 0.2801
H -0.4829 -0.0162 3.1545
H -2.2252 2.4775 -0.7830
H -2.0392 5.6247 -4.9552
H -1.2693 3.2453 -5.2737
H -1.9386 1.6407 1.6436
H 2.5053 2.7936 -1.8347
H 4.2517 2.9290 -2.0770
H 2.7731 0.8682 3.5783
H 3.6467 -1.4809 -2.5386
H 0.1463 -3.2919 -0.3497
H -0.0451 2.9862 1.3290
H -0.6963 -2.4856 2.1248
H -0.3920 -1.6343 -4.9067
H -0.8551 1.7123 -3.4414
H 1.2083 7.6206 1.7647
H 0.4339 5.2602 2.1655
H -0.9036 5.0260 0.0510
H 5.8844 -2.8681 2.6221
H -0.0362 4.5780 -2.8281
H -1.7037 4.0759 -2.9505
H 3.8601 -2.5391 1.2199
H -3.0842 0.2044 -0.2973

For the HOMO-LUMO gap, the calculation gives 5.9 eV. As for the relative energy (zero: lowest compared OMol25 entry of this formula, charge and spin): 122.9 kJ/mol. As for the net charge: 0. Its molar mass is 777.2 g mol⁻¹. The HOMO energy is -7.4 eV. For the largest force on an atom, the calculation gives 0.009 hartree/bohr.

Atom charges from the Mulliken analysis, given in e for atoms 1 to 5: 1.67, -0.13, 1.17, -0.61, -0.67



A molecular structure, C31H40IN5O7P2S2W, computed with ωB97M-V with the def2-TZVPD basis set.

Atoms and positions in Å:
W 0.6491 0.9215 -1.1799
I 3.3680 0.1046 -1.1251
S 0.7907 3.1298 -0.0216
S -0.7838 -3.5932 -0.3078
P -1.8894 0.5921 1.4346
P 0.8765 -0.0046 2.2506
O 1.8032 -1.1373 2.7923
O -3.2587 -0.1048 1.1496
O 0.8804 0.3340 -2.9860
O -2.1792 1.7971 2.3774
O 1.2126 0.4293 0.8693
O -1.1953 1.0426 0.2082
O 0.9219 1.1196 3.3280
N -0.9997 1.7625 -2.1225
N 1.6773 2.5750 -2.2689
N -4.2996 1.1982 -4.7956
N -2.9194 2.6685 -3.3276
N 0.0035 -1.0108 -0.9351
C 0.3279 -0.6829 -3.7102
C 1.9844 -4.5772 -3.4956
C 2.5889 -3.5223 -2.7598
C 2.1974 4.8443 -1.7900
C 3.1817 1.9630 2.7307
C -1.8429 1.9995 4.7575
C -0.7368 -0.4484 -4.5344
C -3.9230 0.8628 3.8841
C -1.9194 2.1514 -2.7199
C 2.8158 4.9342 -3.0170
C 2.1169 1.8459 3.7977
C -3.5896 -0.6617 -0.1887
C 2.6017 1.1693 5.0622
C -2.8773 1.9343 3.6549
C -1.3128 -1.5047 -5.2711
C -4.3209 -1.9576 0.0572
C 0.3228 -3.0393 -4.3829
C 2.8602 3.8288 -3.8638
C -4.4014 0.3762 -0.9257
C -0.8062 -2.7691 -5.1934
C -0.8270 -0.5822 2.2982
C 2.3116 -2.2360 1.9383
C -3.6407 1.8567 -4.1090
C 0.8925 -4.3367 -4.2799
C 1.6338 -3.5058 2.3978
C 1.6307 3.6216 -1.4445
C -0.3152 -2.1116 -0.6933
C 2.0318 -2.2994 -2.8697
C 3.8105 -2.2603 2.1103
C 0.9084 -1.9790 -3.6380
C 2.2762 2.6532 -3.4530
H -4.5816 -2.4082 -0.9012
H -1.3485 1.0361 4.8959
H -3.6930 -2.6637 0.5998
H 1.8674 -3.6988 3.4465
H 0.4375 -5.1421 -4.8445
H 3.2705 5.8674 -3.3261
H 2.1423 5.6821 -1.1090
H 3.3469 3.8850 -4.8265
H -4.6287 0.0228 -1.9331
H -2.6473 -0.8420 -0.7037
H 3.4643 -3.7048 -2.1469
H -5.2392 -1.7762 0.6190
H 3.6131 0.9901 2.4849
H 4.2296 -3.0670 1.5068
H 2.7864 2.4075 1.8205
H 2.3973 -5.5770 -3.4296
H 1.7123 2.8310 4.0240
H 4.2545 -1.3246 1.7730
H 2.9977 0.1782 4.8401
H -2.3313 2.2716 5.6942
H 1.7899 1.0735 5.7844
H -5.3414 0.5659 -0.4035
H -4.6574 0.8399 3.0828
H 0.5526 -3.4518 2.2695
H 3.9832 2.5964 3.1134
H 2.2706 1.7480 -4.0418
H -1.1430 0.5469 -4.6202
H -3.3672 2.9014 3.5560
H -1.1517 -0.7843 3.3195
H 3.3944 1.7679 5.5132
H -2.1752 -1.2902 -5.8895
H -1.2551 -3.5824 -5.7514
H -0.8561 -1.5196 1.7289
H -3.4725 -0.1286 3.9714
H -1.0839 2.7456 4.5255
H 2.0516 -1.9972 0.9044
H 1.9913 -4.3436 1.7979
H 4.0667 -2.4381 3.1570
H -4.4347 1.0788 4.8227
H -3.8500 1.3127 -1.0131

Its expectation value of S² is 2.0220. For the HOMO-LUMO gap (alpha / beta), the calculation gives 7.1 / 6.4 eV. As for the relative energy (zero: lowest compared OMol25 entry of this formula, charge and spin): 0.0 kJ/mol. As for the net charge: 0. Its spin multiplicity is 3. Its molar mass is 1031.5 g mol⁻¹. The HOMO energy (alpha / beta) is -7.5 / -7.6 eV. For the largest force on an atom, the calculation gives 0.013 hartree/bohr.

Atom charges from the Mulliken analysis, given in e for atoms 1 to 5: -0.11, -0.19, -0.52, -0.29, -0.55



A molecular structure, C31H41BrCl3N2O6S2SiTl, computed with ωB97M-V with the def2-TZVPD basis set.

Atoms and positions in Å:
Tl -1.0818 -2.0585 -1.3504
Br -4.1774 -4.6537 -1.5936
Cl 5.1502 -0.4541 3.0614
Cl -0.0843 -1.3663 3.8091
Cl 2.1727 -2.1041 -1.0788
S 0.1710 0.7853 -1.0962
S 0.0588 -5.6673 -1.2684
Si -0.2927 2.7843 -1.1266
O -3.5489 -1.2723 -0.7273
O -1.8267 3.3387 -1.3793
O -5.5911 -1.7028 0.1042
O 0.1352 3.4115 0.3452
O -0.0296 -2.3508 1.0263
O 0.5286 3.6635 -2.2955
N 2.5903 -5.4138 -0.5025
N 0.9512 -5.3715 1.1750
C 2.8508 3.3375 -1.6309
C 1.2912 -1.3957 2.7492
C -2.1642 2.5812 -3.6701
C 3.4672 -1.2476 1.0774
C 1.3651 -5.2361 3.5552
C -3.4214 -5.4938 1.0018
C -0.3328 4.5319 1.0680
C -3.2577 -4.0680 2.9295
C -3.7734 -4.3843 0.2509
C -0.3833 5.7786 0.1773
C 3.1818 -5.1369 1.7978
C -2.8037 2.9169 -2.3212
C 0.6567 4.7479 2.2150
C 2.2527 -1.6907 0.5969
C -3.5942 -2.9723 2.1546
C 4.9043 -5.0100 -0.0455
C -3.8734 -3.1143 0.7977
C 3.5966 -0.9276 2.4175
C 1.9551 2.3634 -3.7659
C 1.0746 -1.8420 1.4061
C -4.3784 -1.9087 -0.0205
C 3.4965 -5.2007 0.4233
C 1.2824 -5.4585 -0.1665
C 1.8576 3.5319 -2.7803
C -3.7608 4.1015 -2.4948
C -1.7231 4.2399 1.6437
C 1.8657 -5.2221 2.1510
C 2.5038 -0.9782 3.2605
C 2.1679 4.8413 -3.5125
C -3.5600 1.7159 -1.7645
C -3.1686 -5.3300 2.3557
H 2.9822 2.2410 -4.1192
H -4.1824 4.3782 -1.5269
H -3.2203 4.9610 -2.8982
H 1.6470 4.9810 1.8194
H 3.9488 -4.9885 2.5433
H 2.6301 2.4007 -1.1184
H 1.2961 2.5401 -4.6197
H 4.9640 -4.0357 -0.5346
H -2.8796 0.8958 -1.5463
H 0.3239 5.5647 2.8599
H -1.0710 5.5978 -0.6478
H -0.0355 -5.2569 1.3872
H -3.6451 -1.9843 2.5934
H 1.6344 1.4529 -3.2635
H 0.6061 5.9710 -0.2425
H 5.6080 -5.0323 0.7856
H 2.1535 -4.9457 4.2463
H -3.0615 -3.9400 3.9862
H -1.6707 3.3638 2.2919
H -1.5331 3.4138 -3.9853
H -3.3409 -6.4627 0.5304
H -4.0563 1.9855 -0.8304
H -4.3104 1.3652 -2.4752
H 1.0270 -6.2427 3.8136
H 1.4430 4.9951 -4.3140
H -2.4037 4.0153 0.8255
H 0.5298 -4.5448 3.6689
H -2.9171 -6.1922 2.9659
H -2.0954 5.0946 2.2140
H 3.1726 4.8135 -3.9402
H 0.7334 3.8320 2.8017
H 2.5890 -0.6890 4.2985
H 4.3043 -1.1464 0.4006
H -1.5348 1.6953 -3.5678
H -4.5738 3.8387 -3.1742
H -0.7124 6.6488 0.7505
H 2.7413 4.1506 -0.9101
H 5.1674 -5.7685 -0.7812
H 3.8765 3.3180 -2.0060
H 2.0977 5.6803 -2.8169
H -2.9325 2.3969 -4.4236

For the HOMO-LUMO gap, the calculation gives 6.4 eV. As for the relative energy (zero: lowest compared OMol25 entry of this formula, charge and spin): 11.2 kJ/mol. As for the net charge: -2. Its molar mass is 1020.5 g mol⁻¹. The HOMO energy is -2.4 eV. For the largest force on an atom, the calculation gives 0.014 hartree/bohr.

Atom charges from the Mulliken analysis, given in e for atoms 1 to 5: 0.71, -0.15, -0.33, -0.27, -0.10



A molecular structure, C31H41CaClN9 at a distorted geometry, computed with ωB97M-V with the def2-TZVPD basis set.

Atoms and positions in Å:
Ca 10.2105 9.9748 8.4991
Cl 11.5720 7.6122 9.2422
N 8.3825 8.2981 8.0592
N 10.2443 12.4007 6.9613
N 12.2296 13.9773 10.1951
N 7.8634 14.1635 10.1638
N 7.8988 11.2831 8.7106
N 11.2671 9.5325 6.3078
N 12.0342 10.7994 9.7018
N 12.8487 11.1020 11.9752
N 10.8220 13.9019 10.1933
C 6.5591 14.5229 10.4974
C 14.0597 11.6987 12.1204
C 15.2119 11.3223 12.8364
C 7.7110 12.1157 6.3719
C 10.1751 14.9405 9.8189
C 7.1545 8.9357 8.5792
C 6.0957 15.8089 10.5340
C 9.6114 7.6211 5.9054
C 11.9799 11.5816 10.8643
C 8.2771 7.9332 6.6053
C 12.0150 10.7867 5.8283
C 14.0135 12.9227 11.3702
C 13.3357 10.2709 9.3462
C 14.9113 6.6787 11.2983
C 16.2181 13.4355 12.1495
C 13.1463 7.7556 10.0554
C 10.4465 8.8296 5.2827
C 12.7599 12.9090 10.6822
C 13.8571 8.9550 10.0421
C 16.2325 12.2393 12.9766
C 7.0527 12.0280 7.7132
C 15.0886 13.8482 11.4438
C 7.2934 10.1953 9.4241
C 8.9927 13.0875 6.4667
C 15.1094 8.9989 10.6773
C 7.0438 16.8732 10.3279
C 15.6071 7.8834 11.3394
C 13.7294 6.6188 10.6513
C 8.3798 16.5463 10.1854
C 8.7883 15.1512 10.1341
C 11.2003 12.0683 5.7194
H 12.6620 10.2387 12.4810
H 13.2532 10.0802 8.2138
H 16.9929 14.1685 12.2562
H 11.9899 8.8436 6.4950
H 6.7810 13.0523 8.0789
H 17.1172 12.0995 13.5823
H 7.8713 10.1259 10.3287
H 14.2326 10.9263 9.4045
H 6.2581 10.5624 9.7470
H 15.6798 9.9025 10.7234
H 11.0567 8.4758 4.4023
H 10.6756 15.8058 9.3267
H 10.2711 7.1331 6.6773
H 16.6409 7.9425 11.7701
H 7.0663 12.6300 5.5707
H 7.5826 7.0749 6.3406
H 6.5259 9.1129 7.7292
H 12.8084 11.1315 6.4844
H 9.1585 17.3216 10.0560
H 7.9348 11.2170 5.8384
H 9.7521 9.5034 4.8938
H 8.5186 7.5269 8.6958
H 10.5962 12.0146 4.8720
H 15.1225 14.7004 10.7040
H 10.5981 13.1018 7.5855
H 9.0752 13.6217 5.5487
H 5.8237 13.6725 10.7327
H 6.5684 8.1980 9.1906
H 12.4076 10.5330 4.7725
H 8.3157 11.8995 9.3804
H 8.9176 13.8962 7.2415
H 13.1733 5.6701 10.4699
H 6.0339 11.5911 7.6761
H 6.6371 17.8494 10.2221
H 9.5095 6.9292 5.1146
H 11.8953 12.9454 5.6585
H 11.0053 11.9499 11.0647
H 15.3317 5.9556 11.9948
H 15.1120 10.3492 13.3326
H 7.8892 8.8399 6.1955
H 5.0879 16.0878 10.7523

For the HOMO-LUMO gap, the calculation gives 6.7 eV. As for the net charge: +1. Its molar mass is 615.3 g mol⁻¹. The HOMO energy is -9.1 eV. For the largest force on an atom, the calculation gives 0.078 hartree/bohr.

Atom charges from the Mulliken analysis, given in e for atoms 1 to 5: 1.96, -0.18, -0.06, -0.01, -0.90



A single C31H41ClN4O4 molecule, computed with ωB97M-V with the def2-TZVPD basis set.

Atoms and positions in Å:
Cl 10.0391 -2.1106 1.1105
O 4.4046 -0.5505 -2.5335
O -0.7186 -1.6840 1.5690
O 0.5435 1.1151 -1.9130
O 2.3244 1.3381 1.6715
N 0.1601 0.8703 1.0767
N -0.9245 5.0199 0.6637
N 4.7453 0.0352 -0.3423
N -2.0752 -1.6924 -0.2414
C 0.4520 -0.0161 -1.0507
C -2.7358 -2.9551 0.0342
C -0.9499 7.1539 -0.2479
C 8.4868 -1.4900 0.6675
C 6.0024 -0.4942 -0.0447
C -3.1617 -5.2754 -0.8247
C -0.5024 1.5536 2.1610
C 6.7841 -1.1601 -0.9851
C 8.0237 -1.6562 -0.6274
C -0.2971 3.7439 0.9172
C 1.4278 -0.7170 -2.9464
C -4.2450 -2.7368 0.2176
C -1.2331 2.8116 1.6878
C -2.4597 -3.9493 -1.0945
C -4.6596 -5.0562 -0.6430
C -1.1288 -1.1665 0.5547
C -0.0075 6.0539 0.2202
C -4.6439 -4.6696 1.8588
C -2.0434 6.3643 -0.9731
C -0.5872 0.1802 0.0424
C 1.8134 0.0213 -0.3007
C 1.4974 0.8266 0.9444
C 0.5814 -1.1648 -2.0254
C -2.0092 4.9771 -0.3101
C 6.4803 -0.3352 1.2557
C 7.7180 -0.8302 1.6139
C -4.5153 -1.7005 1.3075
C -4.9648 -4.0704 0.4903
C 1.7417 0.7129 -2.5610
C 2.7160 0.6947 -1.3412
C 4.0463 -0.0171 -1.5080
H -1.4064 0.8106 -0.3194
H -5.0137 -4.0291 2.6542
H -1.3831 -4.1084 -1.1850
H -2.9890 -5.9570 -1.6598
H -3.0184 6.8385 -0.8777
H 8.6302 -2.1714 -1.3554
H 0.5950 3.9246 1.5227
H 2.1595 -0.9745 -0.0148
H 0.6337 6.3614 1.0482
H 8.0861 -0.7062 2.6200
H 2.9055 1.7343 -1.0530
H -3.9792 -1.9509 2.2186
H -2.8218 -3.5295 -2.0375
H -6.0426 -3.8668 0.4707
H -1.8099 6.2813 -2.0348
H -2.3478 -1.2060 -1.0818
H 0.2833 1.8230 2.8706
H 2.0167 1.3929 -3.3610
H -1.8381 4.1929 -1.0657
H 0.0237 3.2555 -0.0231
H -2.0835 2.5394 1.0599
H 1.8675 -1.2218 -3.7815
H -5.0758 -4.6655 -1.5752
H -1.3663 7.6655 0.6191
H -4.6397 -2.3477 -0.7304
H -0.4609 7.8843 -0.8894
H -5.1491 -6.0098 -0.4376
H -3.5769 -4.8087 2.0011
H -4.1892 -0.7132 0.9875
H -2.9453 4.7522 0.2083
H -1.1975 0.8612 2.6455
H -1.6193 3.3424 2.5580
H 5.8741 0.1793 1.9872
H 6.4181 -1.2860 -1.9901
H -2.7411 -5.7353 0.0698
H 0.1551 -2.1383 -1.8919
H 0.6324 5.7127 -0.6130
H -5.1293 -5.6383 1.9556
H -5.5792 -1.6518 1.5274
H -2.2933 -3.3142 0.9673
H 4.2898 0.5038 0.4358

For the HOMO-LUMO gap, the calculation gives 8.8 eV. Its SMILES is C[C@@H]1[C@H](C)CCC[C@H]1NC(=O)[C@H]1N(CCCN2CCCC2)C(=O)[C@@H]2[C@@H](C(=O)Nc3ccc(Cl)cc3)[C@H]3C=C[C@]21O3. As for the relative energy (zero: lowest compared OMol25 entry of this formula, charge and spin): 51.7 kJ/mol. As for the net charge: 0. Its molar mass is 569.1 g mol⁻¹. The HOMO energy is -8.3 eV. For the largest force on an atom, the calculation gives 0.015 hartree/bohr.

Atom charges from the natural (NBO) analysis, given in e for atoms 1 to 5: 0.00, -0.61, -0.61, -0.51, -0.65